1.
{
  "formula": "C3H4OS",
  "method": "ωB97M-V with the def2-TZVPD basis set",
  "gap_ev": 8.3,
  "fmax_ha_per_bohr": 0.0603,
  "homo_energy_ev": -8.64,
  "lumo_ev": -0.4,
  "symbols": ["C", "C", "C", "O", "S", "H", "H", "H", "H"],
  "positions_angstrom": [[-2.8289, 0.1994, -0.0225], [0.1965, 0.1642, -0.3949], [1.3816, -0.2967, 0.3751], [0.0769, 0.8823, -1.3103], [-1.4691, -0.6017, 0.3119], [-2.5647, 1.0761, -0.6336], [2.0419, 0.5487, 0.4411], [1.9336, -1.1532, -0.1826], [1.2322, -0.8191, 1.4158]],
  "forces_ev_per_angstrom": [[0.5, 0.3, -0.4], [-2.2, -1.5, 1.6], [1.3, -2.7, 0.7], [0.8, 1.1, -1.2], [0.6, -0.8, 0.6], [-0.2, 0.2, -0.1], [0.5, 0.2, 0.2], [-0.9, 1.6, 0.4], [-0.3, 1.5, -1.9]],
  "nbo_charge": [-0.45, 0.48, -0.76, -0.49, 0.29, 0.16, 0.25, 0.27, 0.26]
}



2.
{
  "formula": "C3H4OS",
  "method": "ωB97M-V with the def2-TZVPD basis set",
  "gap_ev": [7.8, 8.5],
  "fmax_ha_per_bohr": 0.0728,
  "homo_energy_ev": [-8.62, -8.81],
  "lumo_ev": [-0.8, -0.3],
  "symbols": ["C", "C", "C", "O", "S", "H", "H", "H", "H"],
  "positions_angstrom": [[0.3079, 0.3597, 0.1053], [0.3668, 1.6228, -0.0878], [-0.8951, -0.5590, -0.2159], [-3.5889, -0.4454, 0.3638], [-2.4272, 0.3990, -0.0021], [1.0686, -0.0791, 0.9297], [0.0836, 2.5990, -0.4201], [-0.6642, -0.7711, -1.2947], [-0.8975, -1.5405, 0.2666]],
  "forces_ev_per_angstrom": [[0.4, -1.7, 3.3], [0.4, 1.0, -0.2], [1.3, -0.2, -1.7], [0.1, -0.5, -0.1], [0.4, 0.6, 0.0], [-1.4, 0.7, -2.1], [-0.1, -0.1, -0.2], [-1.0, 0.0, 0.6], [-0.1, 0.4, 0.4]],
  "nbo_charge": [-0.33, -0.11, -0.69, -0.78, 0.95, 0.24, 0.21, 0.25, 0.25]
}



3.
{
  "formula": "C3H4OS2",
  "method": "ωB97M-V with the def2-TZVPD basis set",
  "gap_ev": 7.7,
  "fmax_ha_per_bohr": 0.0765,
  "homo_energy_ev": -8.41,
  "lumo_ev": -0.7,
  "symbols": ["C", "C", "C", "O", "S", "S", "H", "H", "H", "H"],
  "positions_angstrom": [[-0.9449, -0.1430, 0.2840], [-2.2949, -0.2177, 0.1900], [0.7208, 0.9158, 0.1336], [1.7787, -1.3817, 0.3529], [-3.7858, -0.4162, -0.2277], [2.0485, -0.2108, -0.4671], [-0.6682, -0.9787, 0.8871], [0.8761, 1.0518, 1.2188], [0.6540, 1.8523, -0.6291], [1.6157, -0.4718, -1.7426]],
  "forces_ev_per_angstrom": [[-0.2, 1.1, 0.1], [3.3, 1.4, -1.3], [-3.1, 0.0, -2.4], [0.5, -1.8, 0.6], [0.0, 0.0, 0.4], [-0.8, 1.4, 0.6], [0.8, -0.6, 0.4], [0.2, 0.4, -0.9], [-0.2, -2.0, 2.3], [-0.5, 0.3, 0.1]],
  "nbo_charge": [-0.39, -0.11, -0.56, -0.98, 0.15, 1.12, 0.25, 0.25, 0.25, 0.02]
}



4.
{
  "formula": "C3H4OS3",
  "method": "ωB97M-V with the def2-TZVPD basis set",
  "gap_ev": 9.1,
  "fmax_ha_per_bohr": 0.1493,
  "homo_energy_ev": -9.39,
  "lumo_ev": -0.3,
  "symbols": ["O", "C", "S", "C", "S", "C", "S", "H", "H", "H", "H"],
  "positions_angstrom": [[0.6972, -2.6652, 1.3033], [0.4186, -1.6148, 0.5930], [1.4749, -1.0077, -0.5526], [0.9781, 0.6680, -0.8661], [-0.7049, 1.2874, -1.2511], [-1.2936, 0.5382, 0.3793], [-1.4326, -1.2651, 0.5348], [1.2727, 1.3726, -0.0058], [1.6109, 0.8056, -1.9096], [-2.3171, 0.7910, 0.5497], [-0.7042, 1.0900, 1.2251]],
  "forces_ev_per_angstrom": [[-0.6, 4.8, -3.2], [-2.2, -6.2, 3.9], [0.9, 0.2, -0.5], [1.4, 2.5, -2.1], [0.0, -2.0, 1.5], [0.5, 1.4, 0.5], [2.6, 0.9, 0.1], [0.3, -1.2, -1.5], [-1.3, 0.3, 2.9], [-0.7, 0.8, -0.1], [-0.9, -1.4, -1.4]],
  "nbo_charge": [-0.54, 0.14, 0.39, -0.76, 0.23, -0.70, 0.25, 0.24, 0.27, 0.24, 0.23]
}